1.
{
  "formula": "C2H4N4",
  "method": "ωB97M-V/def2-TZVPD",
  "lumo_ev": 0.8,
  "charge": 0,
  "total_energy_ha": -297.63388,
  "smiles": "Nc1ncn[nH]1",
  "de_lowest_kj_mol": 27.4,
  "orbital_gap_ha": 0.363,
  "symbols": ["N", "C", "N", "C", "N", "N", "H", "H", "H", "H"],
  "coordinates": [[-1.778, -0.232, -0.303], [-0.404, -0.052, -0.246], [0.430, -1.059, -0.316], [1.608, -0.502, 0.065], [1.582, 0.785, 0.306], [0.265, 1.089, 0.089], [-2.267, 0.262, 0.432], [-1.964, -1.232, -0.231], [2.459, -1.125, 0.290], [0.070, 2.065, -0.084]],
  "forces_ev_per_a": [[0.001, 0.172, -0.141], [0.055, -0.071, 0.341], [-0.077, -0.003, 0.477], [0.254, -0.030, 0.216], [0.082, -0.330, -0.235], [-0.098, -0.113, -0.197], [-0.005, 0.062, -0.163], [0.015, 0.407, -0.155], [0.221, 0.225, -0.320], [-0.449, -0.319, 0.178]]
}

2.
{
  "formula": "C2H4N4",
  "method": "ωB97M-V/def2-TZVPD",
  "lumo_ev": 0.8,
  "charge": 0,
  "total_energy_ha": -297.60708,
  "smiles": "[H]/N=c1\\[nH]cn[nH]1",
  "de_lowest_kj_mol": 97.7,
  "orbital_gap_ha": 0.332,
  "symbols": ["H", "N", "C", "N", "C", "N", "N", "H", "H", "H"],
  "coordinates": [[-2.520, 0.779, -0.155], [-2.041, -0.087, -0.122], [-0.768, 0.001, 0.072], [0.100, 1.071, 0.085], [1.372, 0.606, -0.071], [1.388, -0.685, -0.109], [0.094, -1.087, 0.196], [-0.164, 2.028, 0.166], [2.306, 1.136, -0.148], [-0.037, -2.066, -0.225]],
  "forces_ev_per_a": [[-0.306, 1.059, -0.031], [1.586, -1.063, 0.627], [-1.940, -0.911, -0.708], [0.181, 0.685, 0.325], [0.590, -1.730, -0.152], [0.609, 0.649, 0.772], [0.465, -1.874, -1.771], [-0.237, 0.263, -0.077], [-0.314, 0.537, -0.078], [-0.635, 2.386, 1.093]]
}

3.
{
  "formula": "C2H4N4",
  "method": "ωB97M-V/def2-TZVPD",
  "lumo_ev": 0.6,
  "charge": 0,
  "total_energy_ha": -297.60088,
  "smiles": "Nc1cnn[nH]1",
  "de_lowest_kj_mol": 114.0,
  "orbital_gap_ha": 0.337,
  "symbols": ["N", "C", "C", "N", "N", "N", "H", "H", "H", "H"],
  "coordinates": [[-1.576, 0.129, -0.140], [-0.207, 0.045, -0.122], [0.756, 1.011, 0.064], [1.979, 0.411, 0.061], [1.847, -0.849, -0.151], [0.513, -1.099, -0.244], [-2.158, -0.657, -0.367], [-2.008, 0.897, 0.345], [0.638, 2.082, 0.142], [0.231, -1.981, -0.644]],
  "forces_ev_per_a": [[-0.116, 0.090, -0.220], [0.308, 0.026, 0.037], [-0.139, 0.042, 0.030], [-0.065, -0.160, -0.108], [-0.021, 0.213, -0.073], [-0.137, 0.056, -0.157], [0.155, 0.038, 0.115], [0.057, -0.165, -0.078], [0.025, -0.172, 0.164], [-0.067, 0.032, 0.290]]
}

4.
{
  "formula": "C2H4N4",
  "method": "ωB97M-V/def2-TZVPD",
  "lumo_ev": 1.0,
  "charge": 0,
  "total_energy_ha": -297.60129,
  "smiles": "Nc1c[nH]nn1",
  "de_lowest_kj_mol": 112.9,
  "orbital_gap_ha": 0.341,
  "symbols": ["N", "C", "C", "N", "N", "N", "H", "H", "H", "H"],
  "coordinates": [[1.838, 0.047, -0.074], [0.473, -0.051, -0.004], [-0.617, 0.729, -0.324], [-1.681, -0.061, 0.063], [-1.278, -1.225, 0.536], [0.011, -1.241, 0.495], [2.388, 0.878, -0.151], [2.288, -0.833, 0.114], [-0.764, 1.675, -0.821], [-2.672, 0.126, 0.119]],
  "forces_ev_per_a": [[0.059, -0.168, -0.376], [-0.304, -0.251, 0.126], [-0.210, -0.251, 0.188], [0.179, 0.035, -0.062], [-0.014, 0.049, -0.008], [-0.083, 0.126, 0.091], [-0.280, 0.078, 0.005], [0.238, 0.241, 0.062], [0.147, -0.084, 0.216], [0.268, 0.224, -0.243]]
}

5.
{
  "formula": "C2H4N4",
  "method": "ωB97M-V/def2-TZVPD",
  "lumo_ev": 1.0,
  "charge": 0,
  "total_energy_ha": -297.64400,
  "smiles": "Nc1nc[nH]n1",
  "de_lowest_kj_mol": 0.8,
  "orbital_gap_ha": 0.357,
  "symbols": ["N", "C", "N", "C", "N", "N", "H", "H", "H", "H"],
  "coordinates": [[1.947, -0.029, -0.355], [0.588, -0.033, -0.116], [-0.082, 1.111, 0.207], [-1.331, 0.700, 0.265], [-1.400, -0.613, 0.016], [-0.163, -1.113, -0.244], [2.413, 0.789, 0.010], [2.420, -0.896, -0.150], [-2.197, 1.309, 0.487], [-2.212, -1.192, -0.112]],
  "forces_ev_per_a": [[0.007, 0.006, 0.095], [0.066, -0.083, -0.041], [-0.078, -0.151, -0.053], [-0.043, -0.045, -0.009], [-0.124, 0.107, -0.045], [0.126, 0.263, 0.000], [-0.049, -0.107, 0.018], [-0.073, 0.085, -0.046], [0.126, -0.083, -0.030], [0.042, 0.007, 0.110]]
}

6.
{
  "formula": "C2H4N4",
  "method": "ωB97M-V/def2-TZVPD",
  "lumo_ev": [1.1, -3.3],
  "charge": 0,
  "total_energy_ha": -297.38717,
  "de_lowest_kj_mol": 183.1,
  "spin_multiplicity": 3,
  "orbital_gap_ha": [0.253, 0.276],
  "symbols": ["C", "C", "N", "N", "N", "N", "H", "H", "H", "H"],
  "coordinates": [[-1.681, -0.742, 0.156], [1.559, 0.369, -0.022], [-0.351, -0.927, 0.301], [-1.925, 0.503, -0.200], [-0.728, 1.096, -0.239], [0.152, 0.224, 0.141], [-2.521, -1.423, 0.152], [2.058, -0.313, 0.734], [1.710, -0.224, -0.872], [1.726, 1.437, -0.151]],
  "forces_ev_per_a": [[-3.200, 3.151, -1.444], [-0.558, -1.033, 0.819], [1.618, -5.979, 0.730], [-1.731, -1.477, 0.745], [-3.167, 5.691, -3.120], [4.769, -1.020, 3.858], [0.607, -0.476, 0.371], [-0.278, 1.756, -0.139], [1.149, -0.256, -2.159], [0.790, -0.357, 0.339]]
}

7.
{
  "formula": "C2H4N4",
  "method": "ωB97M-V/def2-TZVPD",
  "lumo_ev": -12.8,
  "charge": 2,
  "total_energy_ha": -296.70141,
  "smiles": "C=[N+]=CN[N+]#N",
  "de_lowest_kj_mol": 217.6,
  "orbital_gap_ha": 0.364,
  "symbols": ["C", "N", "C", "N", "N", "N", "H", "H", "H", "H"],
  "coordinates": [[0.164, -1.026, 1.139], [0.070, -0.230, 0.197], [-0.230, 0.659, -0.636], [0.515, 0.658, -1.863], [1.177, -0.410, -1.857], [1.240, -1.248, -1.101], [0.766, -0.719, 2.047], [-0.244, -2.178, 0.962], [-0.937, 1.447, -0.502], [0.556, 1.264, -2.696]],
  "forces_ev_per_a": [[0.057, -4.054, 2.414], [-1.617, 2.309, -1.726], [0.691, 0.964, -0.635], [-1.479, 1.436, 0.773], [1.482, -2.566, 0.252], [1.923, -1.251, -1.818], [-0.648, -0.506, -0.757], [0.746, 2.982, 0.868], [-0.721, 0.449, 0.203], [-0.434, 0.236, 0.427]]
}

8.
{
  "formula": "C2H4N4O",
  "method": "ωB97M-V/def2-TZVPD",
  "lumo_ev": 0.8,
  "charge": 0,
  "total_energy_ha": -372.89413,
  "smiles": "Nc1n[nH]c(O)n1",
  "de_lowest_kj_mol": 16.3,
  "orbital_gap_ha": 0.336,
  "symbols": ["N", "C", "N", "N", "C", "O", "N", "H", "H", "H", "H"],
  "coordinates": [[-1.935, -0.011, 1.053], [-0.662, 0.011, 0.544], [0.409, -0.044, 1.309], [1.411, -0.081, 0.367], [0.874, -0.063, -0.854], [1.644, -0.109, -1.945], [-0.436, 0.015, -0.808], [-2.054, 0.312, 1.999], [-2.680, 0.179, 0.406], [2.368, -0.235, 0.633], [1.061, 0.026, -2.705]],
  "forces_ev_per_a": [[-0.019, -0.043, 0.006], [-0.009, -0.063, 0.198], [-0.297, -0.038, -0.181], [0.193, -0.039, -0.197], [0.024, 0.033, 0.233], [-0.181, 0.081, -0.077], [0.224, -0.058, 0.092], [0.010, -0.013, -0.123], [0.090, 0.126, 0.052], [-0.112, 0.091, -0.051], [0.077, -0.076, 0.047]]
}

9.
{
  "formula": "C2H4N4O",
  "method": "ωB97M-V/def2-TZVPD",
  "lumo_ev": 0.7,
  "charge": 0,
  "total_energy_ha": -372.82881,
  "smiles": "Nc1n[nH]c(O)n1",
  "de_lowest_kj_mol": 187.8,
  "orbital_gap_ha": 0.352,
  "symbols": ["N", "C", "N", "N", "C", "O", "N", "H", "H", "H", "H"],
  "coordinates": [[-2.151, -0.482, -0.209], [-0.929, 0.059, -0.184], [-0.468, 1.246, -0.136], [0.922, 1.202, -0.104], [1.140, -0.125, -0.246], [2.398, -0.561, -0.107], [0.083, -0.853, -0.175], [-1.919, -1.303, 0.575], [-2.754, 0.164, 0.244], [1.471, 2.164, 0.171], [2.207, -1.513, 0.171]],
  "forces_ev_per_a": [[-0.911, -3.144, 3.091], [4.086, -0.432, -0.281], [-1.360, 4.081, 0.353], [-1.036, 1.653, -0.185], [2.486, 1.151, 2.138], [-0.545, -2.443, 0.286], [0.861, -1.155, -1.064], [-1.633, 2.236, -2.795], [-1.230, 0.553, 0.303], [-1.713, -3.954, -1.222], [0.996, 1.454, -0.625]]
}

10.
{
  "formula": "C2H4N4O",
  "method": "ωB97M-V/def2-TZVPD",
  "lumo_ev": 0.2,
  "charge": 0,
  "total_energy_ha": -372.75107,
  "de_lowest_kj_mol": 391.9,
  "orbital_gap_ha": 0.309,
  "symbols": ["N", "C", "N", "C", "O", "N", "N", "H", "H", "H", "H"],
  "coordinates": [[-0.893, -0.232, -0.526], [0.185, -0.083, 0.185], [1.217, -0.978, 0.262], [0.267, 1.186, 0.850], [-0.924, -1.436, -1.265], [-1.660, 2.011, -0.122], [-0.769, 1.943, 0.613], [-1.863, -1.616, -1.382], [1.155, -1.758, -0.370], [2.139, -0.622, 0.432], [1.146, 1.584, 1.323]],
  "forces_ev_per_a": [[-0.088, -0.447, 0.228], [-0.624, -0.180, -1.309], [-0.215, -0.128, 0.174], [0.864, 0.204, 0.914], [0.481, -0.020, 0.264], [0.682, 0.303, 1.872], [-1.096, 0.042, -2.510], [0.122, 0.217, 0.053], [-0.012, -0.005, -0.074], [0.049, 0.044, 0.045], [-0.162, -0.031, 0.342]]
}

11.
{
  "formula": "C2H4N4O2",
  "method": "ωB97M-V/def2-TZVPD",
  "lumo_ev": -0.6,
  "charge": 0,
  "total_energy_ha": -447.91920,
  "de_lowest_kj_mol": 481.0,
  "orbital_gap_ha": 0.306,
  "symbols": ["C", "C", "H", "H", "H", "H", "N", "N", "N", "N", "O", "O"],
  "coordinates": [[-0.387, 0.818, 0.167], [0.681, -0.843, 1.051], [-1.729, 2.305, -0.453], [-1.705, 0.814, -1.182], [1.924, -2.109, 0.177], [0.537, -0.103, -2.134], [-1.100, 1.556, -0.847], [-0.322, 1.073, 1.365], [0.296, 0.014, 2.000], [0.239, -0.393, -0.096], [1.122, -2.120, 1.231], [0.444, -1.013, -1.280]],
  "forces_ev_per_a": [[-1.063, 0.280, -4.288], [-1.024, -0.187, 3.932], [1.318, -1.216, -0.204], [-0.534, 0.392, -0.649], [-3.382, -0.678, 4.624], [-0.283, -3.928, 3.993], [0.124, -0.767, 0.664], [0.107, 0.424, 4.180], [1.477, -1.229, -0.120], [-0.964, 1.865, -2.107], [3.892, 1.572, -5.212], [0.333, 3.472, -4.813]]
}

12.
{
  "formula": "C2H4N4O2",
  "method": "ωB97M-V/def2-TZVPD",
  "lumo_ev": [-1.8, -1.8],
  "charge": 0,
  "total_energy_ha": -447.87480,
  "de_lowest_kj_mol": 597.6,
  "orbital_gap_ha": [0.274, 0.274],
  "symbols": ["C", "C", "N", "N", "N", "N", "O", "O", "H", "H", "H", "H"],
  "coordinates": [[-0.198, -0.762, -0.360], [0.494, 0.314, 0.654], [0.513, -1.929, -0.284], [1.458, -2.357, 0.131], [1.815, 0.191, 0.934], [2.670, 0.312, -0.047], [2.252, 0.477, -1.197], [3.841, 0.459, 0.262], [-1.135, -1.014, 0.024], [-0.222, -0.393, -1.278], [0.169, 1.235, 0.157], [0.021, 0.286, 1.578]],
  "forces_ev_per_a": [[-0.128, 0.414, 3.783], [-0.213, 0.492, -1.882], [2.789, -1.301, 0.519], [-0.630, 0.180, -0.280], [0.301, -1.832, 2.178], [0.802, 2.394, -0.470], [-0.394, -0.625, -1.125], [0.345, -0.743, -0.221], [-1.907, -0.008, 0.406], [-0.002, 1.284, -4.172], [0.239, 0.113, -0.332], [-1.202, -0.368, 1.596]]
}